The following is a quantum chemistry calculation of C45H48BaN9O4S2 as an isolated structure, from the OMol25 dataset.

Computed properties:
Net charge: +1
Frontier orbital gap in eV: 7.2
LUMO energy in eV: -2.65
ΔE to the lowest compared entry with this formula, charge and spin in eV: 0.929
HOMO in eV: -9.807

Last column: Löwdin charge in e.
Cartesian coordinates (Å):
Ba 0.192 0.387 0.617  1.8186
C 3.830 6.087 -3.540  -0.0497
C 2.813 5.103 -3.037  -0.2706
C 1.511 5.129 -3.414  -0.0048
C 0.545 4.166 -2.960  -0.1028
C -0.721 4.306 -3.537  -0.0078
N -1.749 3.486 -3.641  0.0693
C -1.779 2.042 -3.439  -0.1724
C -3.132 1.605 -2.907  -0.1449
C -3.087 0.123 -2.564  -0.1771
N -4.359 -0.341 -2.008  0.0822
C -5.071 0.135 -1.008  -0.0218
C -4.807 1.073 -0.001  -0.1206
C -5.977 1.637 0.597  0.0046
C -5.921 2.651 1.500  -0.2671
C -7.143 3.289 2.096  -0.0467
C -4.628 3.093 1.875  0.0289
C -3.455 2.540 1.429  -0.0983
C -2.239 3.072 2.058  -0.1138
N -1.068 2.585 2.091  -0.0266
C -0.129 3.317 2.960  -0.2266
C 1.322 2.975 2.661  -0.1903
C 1.757 3.324 1.231  -0.2283
N 2.484 2.193 0.649  -0.0191
C 2.742 2.172 -0.591  -0.1450
C 2.321 3.198 -1.584  -0.1217
C 3.202 4.080 -2.123  0.0389
C 0.914 3.211 -1.940  -0.3291
O 0.094 2.477 -1.328  -0.1919
C -3.486 1.456 0.463  -0.3253
O -2.457 0.856 0.083  -0.1769
H 3.378 6.804 -4.224  0.0767
H 4.640 5.581 -4.070  0.0836
H 4.279 6.645 -2.716  0.0835
H 1.179 5.884 -4.119  0.1179
H -0.900 5.259 -4.029  0.1398
H -2.556 3.869 -4.112  0.1522
H -1.009 1.787 -2.720  0.0465
H -1.548 1.557 -4.392  0.1401
H -3.928 1.801 -3.633  0.1255
H -3.349 2.186 -2.010  0.1129
H -2.281 -0.088 -1.869  0.0507
H -2.913 -0.474 -3.460  0.1346
H -4.829 -1.043 -2.557  0.1526
H -6.083 -0.263 -1.004  0.1418
H -6.944 1.262 0.277  0.1217
H -8.052 2.824 1.716  0.0776
H -7.187 4.354 1.860  0.0842
H -7.148 3.195 3.184  0.0843
H -4.563 3.903 2.597  0.1269
H -2.438 3.997 2.618  0.1262
H -0.346 3.042 3.996  0.1244
H -0.293 4.397 2.869  0.1212
H 1.500 1.909 2.836  0.0840
H 1.953 3.485 3.391  0.1178
H 2.404 4.204 1.224  0.1329
H 0.879 3.569 0.624  0.0983
H 3.275 1.291 -0.953  0.1220
H 4.246 4.027 -1.824  0.1355
C 5.724 -6.821 1.656  -0.0474
C 4.916 -5.553 1.619  -0.2681
C 4.140 -5.229 0.508  -0.0341
C 3.424 -4.044 0.462  -0.0565
C 3.476 -3.170 1.537  -0.2776
C 4.245 -3.468 2.651  -0.0528
C 4.957 -4.659 2.685  -0.0293
S 2.511 -1.692 1.496  0.4841
O 2.626 -1.159 0.140  -0.4320
O 2.984 -0.847 2.570  -0.3063
N 0.993 -2.045 1.651  -0.2558
C 0.373 -2.012 2.889  -0.4532
C 0.750 -2.802 3.984  -0.0041
C 0.018 -2.722 5.148  -0.0577
C -1.077 -1.862 5.213  -0.0738
C -1.374 -1.116 4.092  -0.1506
N -0.677 -1.182 2.954  0.0197
H 5.311 -7.573 0.984  0.0761
H 5.757 -7.239 2.661  0.0801
H 6.753 -6.629 1.346  0.0878
H 4.103 -5.910 -0.335  0.1115
H 2.839 -3.791 -0.413  0.0877
H 4.286 -2.764 3.471  0.1146
H 5.561 -4.894 3.553  0.1178
H 1.602 -3.462 3.897  0.1096
H 0.295 -3.326 6.003  0.1107
H -1.677 -1.768 6.107  0.1003
H -2.213 -0.427 4.099  0.1065
C 2.727 -1.759 -4.110  -0.0344
N 1.882 -2.595 -3.279  -0.1187
C 1.954 -3.970 -3.192  -0.0348
C 1.030 -4.360 -2.301  -0.0487
N 0.395 -3.213 -1.827  0.0319
C 0.911 -2.112 -2.467  -0.6808
S 0.510 -0.476 -2.424  0.6416
C -0.568 -3.266 -0.774  -0.2749
C -0.501 -4.322 0.128  -0.0104
C -1.456 -4.388 1.122  -0.0436
C -2.419 -3.394 1.200  -0.0513
C -2.367 -2.369 0.275  -0.1368
N -1.468 -2.304 -0.711  0.1229
H 3.440 -2.400 -4.622  0.0937
H 3.253 -1.038 -3.487  0.0890
H 2.123 -1.217 -4.836  0.0847
H 2.646 -4.543 -3.782  0.1291
H 0.750 -5.344 -1.981  0.1236
H 0.306 -5.040 0.099  0.1097
H -1.424 -5.189 1.849  0.1188
H -3.168 -3.389 1.979  0.1119
H -3.060 -1.537 0.326  0.0917